#1
Formula: C2H4N4O
Source: the OMol25 dataset
Level of theory: ωB97M-V/def2-TZVPD

Positions of all 11 atoms, in Å:
N  -0.58  1.61  -1.41
C  -0.16  0.67  -0.52
N  0.13  0.96  0.71
N  0.34  -0.29  1.27
C  0.13  -1.21  0.26
O  0.04  -2.45  0.72
N  -0.16  -0.68  -0.88
H  -0.44  2.56  -1.11
H  -0.42  1.41  -2.38
H  1.23  -0.38  1.75
H  -0.15  -2.16  1.64

Calculated values
Gap between HOMO and LUMO: 9.404 eV
Total charge: 0
E_LUMO: 0.667 eV
2S+1: 1
SMILES string: Nc1n[nH]c(O)n1
HOMO: -0.321 Ha

These are the Mulliken partial charges, in e, on atoms 1 to 8: number 1, N, carries -0.413; number 2, C, carries 0.496; number 3, N, carries -0.703; number 4, N, carries -0.032; number 5, C, carries 0.580; number 6, O, carries -0.492; number 7, N, carries -0.569; number 8, H, carries 0.264


#2
Formula: C2H4N4O
Source: the OMol25 dataset
Level of theory: ωB97M-V/def2-TZVPD

Positions of all 11 atoms, in Å:
N  2.08  0.33  -0.02
C  0.75  0.12  0.00
N  0.23  -0.93  0.64
N  -1.16  -0.75  0.34
C  -1.29  0.66  -0.39
O  -2.42  1.07  -0.50
N  -0.05  1.03  -0.62
H  2.71  -0.40  0.29
H  2.43  1.04  -0.63
H  -1.50  -1.52  -0.24
H  -1.79  -0.65  1.13

Calculated values
Gap between HOMO and LUMO: 9.873 eV
Total charge: 0
E_LUMO: 0.620 eV
2S+1: 1
SMILES string: NC1=N[NH2+]C([O-])=N1
HOMO: -0.340 Ha

These are the Mulliken partial charges, in e, on atoms 1 to 8: number 1, N, carries -0.361; number 2, C, carries 0.534; number 3, N, carries -0.799; number 4, N, carries 0.084; number 5, C, carries 0.547; number 6, O, carries -0.564; number 7, N, carries -0.590; number 8, H, carries 0.251


Here is how they stack up, most stable first: #2, #1.


#1
Formula: C2H4N4O
Source: the OMol25 dataset
Level of theory: ωB97M-V/def2-TZVPD

Positions of all 11 atoms, in Å:
C  0.37  0.38  -0.01
C  -0.40  -0.63  0.55
H  0.06  -0.87  -2.48
H  0.54  1.48  -1.82
H  -0.92  -1.46  0.00
H  -1.00  -0.63  2.52
N  0.67  0.48  -1.48
N  -0.29  -0.40  1.84
N  0.42  0.68  2.07
N  0.97  1.11  0.91
O  -0.42  -0.14  -2.09

Calculated values
Gap between HOMO and LUMO: 9.836 eV
Total charge: 0
E_LUMO: 0.769 eV
2S+1: 1
SMILES string: ONc1c[nH]nn1
HOMO: -0.333 Ha

These are the Mulliken partial charges, in e, on atoms 1 to 8: number 1, C, carries 0.121; number 2, C, carries -0.112; number 3, H, carries 0.354; number 4, H, carries 0.311; number 5, H, carries 0.340; number 6, H, carries 0.289; number 7, N, carries -0.229; number 8, N, carries 0.222


#2
Formula: C2H4N4O
Source: the OMol25 dataset
Level of theory: ωB97M-V/def2-TZVPD

Positions of all 11 atoms, in Å:
C  -0.67  0.32  -0.16
C  0.74  0.11  -0.16
H  -2.35  0.81  0.40
H  -1.31  2.22  0.91
H  1.95  1.78  -0.94
H  2.63  0.75  0.31
N  -1.44  1.54  -0.07
N  -1.27  -0.82  0.00
N  0.97  -1.09  0.15
N  1.70  1.17  0.12
O  -0.13  -1.71  -0.03

Calculated values
Gap between HOMO and LUMO: 9.985 eV
Total charge: 0
E_LUMO: 0.310 eV
2S+1: 1
SMILES string: Nc1nonc1N
HOMO: -0.356 Ha

These are the Mulliken partial charges, in e, on atoms 1 to 8: number 1, C, carries 0.454; number 2, C, carries 0.256; number 3, H, carries 0.402; number 4, H, carries 0.321; number 5, H, carries 0.309; number 6, H, carries 0.300; number 7, N, carries -0.664; number 8, N, carries -0.454


Here is how they stack up, most stable first: #1, #2.


#1
Formula: C2H4N4O
Source: the OMol25 dataset
Level of theory: ωB97M-V/def2-TZVPD

Positions of all 11 atoms, in Å:
C  1.03  0.10  0.08
C  -0.51  -0.34  -1.11
H  3.17  0.18  0.27
H  2.14  0.33  1.69
H  -1.30  -0.90  -1.78
H  -2.67  -0.51  0.68
N  2.25  -0.28  0.81
N  0.78  -0.48  -1.11
N  -1.01  0.08  0.02
N  0.01  0.58  0.77
O  -2.34  0.37  0.24

Calculated values
Gap between HOMO and LUMO: 9.836 eV
Total charge: 0
E_LUMO: 0.495 eV
2S+1: 1
HOMO: -0.343 Ha

These are the Mulliken partial charges, in e, on atoms 1 to 8: number 1, C, carries 0.436; number 2, C, carries -0.047; number 3, H, carries 0.302; number 4, H, carries 0.299; number 5, H, carries 0.276; number 6, H, carries 0.388; number 7, N, carries -0.544; number 8, N, carries -0.555


#2
Formula: C2H4N4O
Source: the OMol25 dataset
Level of theory: ωB97M-V/def2-TZVPD

Positions of all 11 atoms, in Å:
N  0.21  -1.14  -1.91
C  -0.06  -0.50  -0.71
N  -0.93  -0.95  0.17
N  -0.81  -0.03  1.18
C  0.10  0.88  0.83
O  0.38  1.92  1.63
N  0.60  0.64  -0.36
H  -0.24  -2.04  -1.95
H  1.21  -1.23  -2.04
H  -1.25  -0.15  2.08
H  0.79  2.59  1.07

Calculated values
Gap between HOMO and LUMO: 9.401 eV
Total charge: 0
E_LUMO: 0.730 eV
2S+1: 1
SMILES string: Nc1n[nH]c(O)n1
HOMO: -0.319 Ha

These are the Mulliken partial charges, in e, on atoms 1 to 8: number 1, N, carries -0.493; number 2, C, carries 0.457; number 3, N, carries -0.730; number 4, N, carries 0.215; number 5, C, carries 0.547; number 6, O, carries -0.495; number 7, N, carries -0.620; number 8, H, carries 0.283


Here is how they stack up, most stable first: #2, #1.


#1
Formula: C2H4N4O
Source: the OMol25 dataset
Level of theory: ωB97M-V/def2-TZVPD

Positions of all 11 atoms, in Å:
C  1.95  -0.34  0.11
C  -1.62  -0.02  0.06
H  2.31  -1.13  -0.72
H  2.47  0.57  -0.20
H  2.22  -0.71  1.14
H  -3.41  0.29  -0.43
N  0.47  0.00  -0.11
N  0.21  1.29  -0.06
N  -1.14  1.31  0.16
N  -0.57  -0.83  0.01
O  -2.88  -0.44  0.06

Calculated values
Gap between HOMO and LUMO: 10.677 eV
Total charge: 0
E_LUMO: 0.708 eV
2S+1: 1
SMILES string: Cn1nnc(O)n1
HOMO: -0.366 Ha

These are the Mulliken partial charges, in e, on atoms 1 to 8: number 1, C, carries -0.638; number 2, C, carries 0.548; number 3, H, carries 0.237; number 4, H, carries 0.312; number 5, H, carries 0.281; number 6, H, carries 0.375; number 7, N, carries 0.892; number 8, N, carries -0.402


#2
Formula: C2H4N4O
Source: the OMol25 dataset
Level of theory: ωB97M-V/def2-TZVPD

Positions of all 11 atoms, in Å:
C  -1.08  -0.13  -0.18
C  1.60  -0.11  -0.10
H  -2.77  0.73  -0.14
H  -0.62  1.97  0.43
H  2.72  -0.10  0.06
H  1.41  -1.83  0.23
N  -2.37  -0.20  0.10
N  -0.30  1.02  0.08
N  1.02  1.04  -0.38
N  0.82  -1.07  0.41
O  -0.43  -1.32  -0.51

Calculated values
Gap between HOMO and LUMO: 9.160 eV
Total charge: 0
E_LUMO: 0.128 eV
2S+1: 1
SMILES string: [H]/N=C1\NN=CNO1
HOMO: -0.332 Ha

These are the Mulliken partial charges, in e, on atoms 1 to 8: number 1, C, carries 0.560; number 2, C, carries 0.080; number 3, H, carries 0.238; number 4, H, carries 0.265; number 5, H, carries 0.315; number 6, H, carries 0.315; number 7, N, carries -0.620; number 8, N, carries 0.046


#3
Formula: C2H4N4O
Source: the OMol25 dataset
Level of theory: ωB97M-V/def2-TZVPD

Positions of all 11 atoms, in Å:
C  -0.16  -0.77  -0.47
N  1.15  -0.61  -0.48
N  -0.84  -1.35  0.52
N  1.36  1.28  -0.75
C  -0.66  1.65  -0.10
O  2.17  1.69  -0.02
N  -1.65  2.12  0.30
H  1.61  -0.79  0.41
H  -0.70  -0.58  -1.39
H  -1.85  -1.23  0.53
H  -0.42  -1.41  1.44

Calculated values
Gap between HOMO and LUMO (spin up / spin down): 8.872 / 8.870 eV
Total charge: 0
E_LUMO (spin up / spin down): -0.816 / -0.817 eV
2S+1: 1
HOMO (spin up / spin down): -0.356 / -0.356 Ha

These are the Mulliken partial charges, in e, on atoms 1 to 8: number 1, C, carries 0.017; number 2, N, carries -0.587; number 3, N, carries -0.396; number 4, N, carries 0.413; number 5, C, carries -0.006; number 6, O, carries -0.212; number 7, N, carries -0.460; number 8, H, carries 0.272


#4
Formula: C2H4N4O
Source: the OMol25 dataset
Level of theory: ωB97M-V/def2-TZVPD

Positions of all 11 atoms, in Å:
C  0.40  -0.42  -0.66
C  -0.85  0.87  0.68
H  2.42  -1.52  -0.69
H  1.47  -0.91  -2.56
H  -1.76  2.10  -0.10
H  -0.86  -0.36  2.16
N  1.14  -1.17  -1.42
N  -0.19  0.81  -0.66
N  -2.00  1.48  0.98
N  -0.22  0.03  1.57
O  0.44  -0.89  0.72

Calculated values
Gap between HOMO and LUMO: 7.568 eV
Total charge: 0
E_LUMO: -1.296 eV
2S+1: 1
HOMO: -0.326 Ha

These are the Mulliken partial charges, in e, on atoms 1 to 8: number 1, C, carries 0.476; number 2, C, carries 0.431; number 3, H, carries 0.382; number 4, H, carries 0.346; number 5, H, carries 0.334; number 6, H, carries 0.262; number 7, N, carries -0.600; number 8, N, carries -0.527


Here is how they stack up, most stable first: #1, #2, #3, #4.


#1
Formula: C2H13NO3S
Source: the OMol25 dataset
Level of theory: ωB97M-V/def2-TZVPD

Positions of all 20 atoms, in Å:
C  -0.40  -0.83  0.12
C  0.20  0.30  0.90
S  -0.79  1.81  1.14
N  0.70  -1.62  -0.48
H  -1.05  -0.47  -0.68
H  -1.03  -1.52  0.68
H  1.19  0.54  0.53
H  0.47  -0.07  1.91
H  0.30  2.58  1.06
H  0.31  -2.30  -1.12
H  1.08  -2.17  0.28
H  -0.07  -4.20  -3.66
H  0.01  -2.83  -2.88
O  0.18  -3.77  -2.83
H  2.35  4.01  -2.18
H  2.16  4.45  -0.73
O  2.41  4.77  -1.59
H  -1.98  0.62  2.85
H  -3.38  0.64  3.50
O  -2.69  0.05  3.18

Calculated values
Gap between HOMO and LUMO: 9.870 eV
Total charge: 0
E_LUMO: 0.358 eV
2S+1: 1
SMILES string: NCCS.O.O.O
HOMO: -0.350 Ha

These are the Mulliken partial charges, in e, on atoms 1 to 8: number 1, C, carries -0.288; number 2, C, carries -0.853; number 3, S, carries -0.267; number 4, N, carries -0.615; number 5, H, carries 0.375; number 6, H, carries 0.302; number 7, H, carries 0.487; number 8, H, carries 0.411


#2
Formula: C2H13NO3S
Source: the OMol25 dataset
Level of theory: ωB97M-V/def2-TZVPD

Positions of all 20 atoms, in Å:
C  -2.37  0.53  0.52
C  -3.92  0.65  0.67
S  -4.65  0.52  -1.14
N  -1.96  0.31  1.94
H  -1.86  -0.24  -0.03
H  -2.10  1.50  0.10
H  -4.17  -0.31  1.12
H  -4.42  1.57  0.95
H  -4.76  -0.82  -0.90
H  -1.10  -0.22  1.97
H  -1.95  1.15  2.50
H  3.94  -5.26  -2.95
H  4.35  -3.89  -3.53
O  4.10  -4.35  -2.71
H  1.04  4.17  2.38
H  1.76  3.46  3.63
O  1.19  3.37  2.86
H  6.22  -0.27  -2.65
H  4.88  -0.80  -2.47
O  5.78  -1.05  -2.26

Calculated values
Gap between HOMO and LUMO: 9.498 eV
Total charge: 0
E_LUMO: 0.764 eV
2S+1: 1
SMILES string: NCCS.O.O.O
HOMO: -0.321 Ha

These are the Mulliken partial charges, in e, on atoms 1 to 8: number 1, C, carries -0.312; number 2, C, carries -0.807; number 3, S, carries -0.248; number 4, N, carries -0.531; number 5, H, carries 0.381; number 6, H, carries 0.236; number 7, H, carries 0.411; number 8, H, carries 0.330


#3
Formula: C2H13NO3S
Source: the OMol25 dataset
Level of theory: ωB97M-V/def2-TZVPD

Positions of all 20 atoms, in Å:
C  0.26  -0.21  0.20
C  -0.92  -0.46  1.13
S  -2.18  0.85  0.95
N  0.85  -1.46  -0.35
H  -0.14  0.30  -0.67
H  0.98  0.47  0.65
H  -1.45  -1.28  0.65
H  -0.68  -0.62  2.18
H  -3.22  0.01  1.06
H  1.31  -1.18  -1.21
H  1.62  -1.75  0.25
H  1.81  2.31  -0.84
H  3.18  1.91  -1.38
O  2.47  1.64  -0.77
H  -0.85  -3.01  -0.57
H  -1.07  -3.48  0.80
O  -1.41  -3.64  -0.08
H  -0.62  2.56  -0.47
H  0.09  3.94  -0.52
O  -0.02  3.10  -1.00

Calculated values
Gap between HOMO and LUMO: 9.909 eV
Total charge: 0
E_LUMO: 0.536 eV
2S+1: 1
SMILES string: NCCS.O.O.O
HOMO: -0.344 Ha

These are the Mulliken partial charges, in e, on atoms 1 to 8: number 1, C, carries -0.589; number 2, C, carries -0.174; number 3, S, carries -0.348; number 4, N, carries -0.604; number 5, H, carries 0.308; number 6, H, carries 0.346; number 7, H, carries 0.077; number 8, H, carries 0.429


Here is how they stack up, most stable first: #3, #1, #2.


#1
Formula: C4H5FO2
Source: the OMol25 dataset
Level of theory: ωB97M-V/def2-TZVPD

Positions of all 12 atoms, in Å:
C  1.45  0.36  1.98
C  0.30  0.55  1.46
C  0.30  -0.49  -0.94
C  -1.22  -0.37  -0.61
O  2.69  0.39  2.17
O  1.05  0.41  -1.56
F  -0.95  0.50  1.80
H  0.42  -1.58  -1.18
H  -1.57  -1.20  0.02
H  -1.93  -0.54  -1.54
H  -1.43  0.65  -0.24
H  0.89  1.31  -1.36

Calculated values
Gap between HOMO and LUMO (spin up / spin down): 6.572 / 7.960 eV
Total charge: 0
E_LUMO (spin up / spin down): -1.409 / -0.552 eV
2S+1: 1
HOMO (spin up / spin down): -0.293 / -0.313 Ha

These are the Mulliken partial charges, in e, on atoms 1 to 8: number 1, C, carries 0.871; number 2, C, carries -0.433; number 3, C, carries 0.011; number 4, C, carries -0.823; number 5, O, carries -0.533; number 6, O, carries -0.393; number 7, F, carries -0.232; number 8, H, carries 0.258


#2
Formula: C4H5FO2
Source: the OMol25 dataset
Level of theory: ωB97M-V/def2-TZVPD

Positions of all 12 atoms, in Å:
C  1.21  -1.46  -0.05
C  0.47  -0.20  -0.37
C  -0.96  -0.51  -0.91
C  -0.34  0.49  0.70
H  0.46  -2.09  0.50
H  1.56  -1.80  -0.95
H  2.06  -1.24  0.63
H  -1.38  -1.55  -1.14
H  -1.47  0.09  -1.61
O  -1.53  0.10  0.26
O  -0.31  1.21  1.68
F  1.25  0.69  -1.02

Calculated values
Gap between HOMO and LUMO: 11.493 eV
Total charge: 0
E_LUMO: 0.785 eV
2S+1: 1
HOMO: -0.394 Ha

These are the Mulliken partial charges, in e, on atoms 1 to 8: number 1, C, carries -1.261; number 2, C, carries 1.369; number 3, C, carries -0.700; number 4, C, carries 0.274; number 5, H, carries 0.340; number 6, H, carries 0.368; number 7, H, carries 0.332; number 8, H, carries 0.213


Here is how they stack up, most stable first: #2, #1.